# 1
Formula: C5H10O2
Source: OMol25
Level of theory: ωB97M-V/def2-TZVPD

Atoms and positions in Å:
C  1.471  0.022  0.410
C  0.289  -0.463  -0.263
C  2.836  -0.066  -0.535
C  -1.991  1.159  0.447
C  -1.645  -0.330  0.213
O  0.937  -1.235  0.701
O  -2.192  -1.013  -0.832
H  1.485  0.838  1.188
H  0.338  -0.799  -1.232
H  3.569  0.374  0.113
H  2.710  0.571  -1.345
H  3.070  -1.078  -0.906
H  -1.175  1.762  0.797
H  -2.857  1.261  1.064
H  -2.384  1.486  -0.503
H  -1.634  -0.864  1.221
H  -2.826  -1.625  -0.538

Values from the calculation:
Relative energy (zero: lowest compared OMol25 entry of this formula, charge and spin) (kJ/mol): 304.41
<S²>: 2.006
Strongest force on any atom (eV/Å): 8.28
2S+1: 3
Charge: 0
Highest occupied orbital energy (alpha / beta) (eV): -4.01 / -10.14
Frontier orbital gap (alpha / beta) (eV): 5.0 / 8.6

Here are the Mulliken charges for atoms 1 to 2, given in e:
1 C 0.318
2 C -0.447



# 2
Formula: C48H114N4O28
Source: OMol25
Level of theory: ωB97M-V/def2-TZVPD

Atoms and positions in Å:
C  -21.122  15.285  -7.539
N  -22.077  16.351  -7.704
O  -22.848  16.542  -6.848
O  -21.962  17.070  -8.678
H  -21.396  14.638  -6.736
H  -20.212  15.825  -7.377
H  -21.091  14.735  -8.519
C  -18.144  15.111  -13.574
N  -17.473  16.332  -13.076
O  -16.598  16.790  -13.793
O  -17.825  16.803  -11.983
H  -18.662  15.319  -14.509
H  -18.794  14.703  -12.808
H  -17.287  14.490  -13.770
C  -21.821  11.995  -15.592
N  -20.367  12.225  -15.307
O  -19.540  11.675  -16.033
O  -20.148  12.832  -14.270
H  -21.891  12.180  -16.642
H  -22.483  12.541  -15.020
H  -22.046  10.967  -15.474
C  -27.615  10.993  -12.772
O  -28.925  11.517  -12.682
C  -29.078  12.009  -11.390
C  -30.119  13.139  -11.337
O  -29.614  14.406  -11.711
C  -30.027  14.905  -13.006
C  -29.554  16.358  -13.123
O  -29.766  16.737  -14.451
C  -29.855  18.115  -14.718
H  -27.602  10.420  -13.727
H  -27.459  10.288  -11.961
H  -26.912  11.835  -12.745
H  -28.129  12.275  -10.900
H  -29.331  11.275  -10.687
H  -30.356  13.122  -10.251
H  -31.016  12.816  -11.915
H  -31.143  14.765  -13.067
H  -29.595  14.286  -13.771
H  -28.493  16.452  -12.801
H  -30.164  16.895  -12.366
H  -29.050  18.682  -14.244
H  -30.837  18.482  -14.233
H  -29.905  18.275  -15.831
C  -31.534  8.202  -9.295
O  -30.262  7.630  -9.141
C  -29.257  8.260  -9.881
C  -28.057  7.312  -9.965
O  -27.144  7.819  -10.903
C  -25.784  7.617  -10.528
C  -24.804  8.251  -11.502
O  -25.020  9.596  -11.731
C  -25.202  10.372  -10.588
H  -32.091  7.601  -8.588
H  -31.876  8.032  -10.386
H  -31.594  9.261  -8.971
H  -28.984  9.090  -9.289
H  -29.681  8.645  -10.820
H  -28.391  6.224  -10.253
H  -27.651  7.217  -8.930
H  -25.619  6.559  -10.416
H  -25.689  7.991  -9.517
H  -24.880  7.759  -12.483
H  -23.796  7.992  -11.141
H  -24.344  10.172  -9.888
H  -26.182  10.180  -10.142
H  -25.128  11.415  -10.923
C  -25.429  9.663  -6.869
O  -24.782  10.718  -6.181
C  -24.629  11.854  -7.025
C  -25.869  12.716  -7.058
O  -26.858  12.053  -7.721
C  -27.984  12.818  -8.049
C  -28.792  13.263  -6.831
O  -29.342  12.113  -6.243
C  -30.087  12.422  -5.076
H  -24.804  9.257  -7.650
H  -26.375  10.031  -7.288
H  -25.630  8.842  -6.195
H  -24.338  11.609  -8.070
H  -23.855  12.491  -6.576
H  -25.586  13.623  -7.675
H  -26.131  12.856  -5.966
H  -28.658  12.197  -8.598
H  -27.764  13.587  -8.780
H  -29.581  13.907  -7.202
H  -28.139  13.867  -6.112
H  -29.433  12.659  -4.241
H  -30.694  11.539  -4.799
H  -30.740  13.310  -5.204
C  -20.865  9.652  -7.085
O  -21.136  10.711  -8.019
C  -20.468  11.933  -7.741
C  -19.074  12.063  -8.347
O  -18.735  13.432  -8.140
C  -17.508  14.037  -8.674
C  -17.823  15.516  -8.874
O  -17.684  16.267  -7.724
C  -17.995  17.584  -8.023
H  -21.701  8.940  -7.068
H  -20.716  9.993  -6.081
H  -19.915  9.166  -7.480
H  -20.330  12.089  -6.631
H  -21.080  12.718  -8.193
H  -19.141  11.869  -9.374
H  -18.220  11.415  -7.918
H  -17.254  13.655  -9.626
H  -16.724  13.964  -7.942
H  -18.871  15.530  -9.317
H  -17.186  15.841  -9.739
H  -19.066  17.612  -8.191
H  -17.534  17.830  -9.047
H  -17.648  18.238  -7.243
C  -17.011  10.375  -11.681
O  -18.403  10.278  -11.747
C  -18.837  9.432  -12.816
C  -20.376  9.477  -12.791
O  -20.824  9.153  -14.111
C  -20.589  7.757  -14.515
C  -21.280  7.548  -15.861
O  -22.719  7.386  -15.633
C  -23.463  7.323  -16.833
H  -16.587  9.460  -11.357
H  -16.683  11.032  -10.913
H  -16.561  10.742  -12.592
H  -18.404  8.423  -12.703
H  -18.567  9.869  -13.807
H  -20.710  10.526  -12.638
H  -20.862  8.842  -12.081
H  -20.947  7.022  -13.764
H  -19.572  7.517  -14.647
H  -20.926  6.618  -16.361
H  -21.152  8.309  -16.578
H  -24.522  7.307  -16.517
H  -23.180  6.386  -17.321
H  -23.233  8.137  -17.576
C  -18.517  18.796  -16.053
O  -19.296  18.247  -14.979
C  -19.966  19.232  -14.190
C  -20.546  18.670  -12.992
O  -21.423  17.633  -13.430
C  -21.906  16.859  -12.379
C  -23.259  17.327  -11.877
O  -24.267  17.286  -13.001
C  -25.551  17.827  -12.602
H  -18.201  17.930  -16.681
H  -17.622  19.308  -15.733
H  -19.133  19.489  -16.605
H  -20.655  19.749  -14.849
H  -19.261  20.060  -13.838
H  -21.142  19.432  -12.479
H  -19.769  18.286  -12.325
H  -21.232  16.998  -11.535
H  -22.057  15.765  -12.642
H  -23.340  18.348  -11.585
H  -23.676  16.778  -11.028
H  -25.454  18.925  -12.247
H  -25.961  17.291  -11.725
H  -26.252  17.653  -13.398
C  -24.946  11.673  -15.563
O  -24.590  13.010  -15.184
C  -25.300  13.978  -16.043
C  -24.538  15.233  -15.999
O  -23.329  15.059  -16.747
C  -22.296  15.900  -16.271
C  -21.089  15.867  -17.185
O  -20.504  14.600  -17.294
C  -19.779  14.536  -18.466
H  -24.313  11.414  -16.412
H  -26.014  11.550  -15.795
H  -24.772  10.977  -14.736
H  -26.292  14.184  -15.571
H  -25.298  13.646  -17.096
H  -24.292  15.568  -15.000
H  -25.159  16.055  -16.354
H  -21.883  15.556  -15.257
H  -22.694  16.946  -16.119
H  -20.307  16.605  -16.771
H  -21.503  16.127  -18.193
H  -19.398  13.469  -18.456
H  -18.964  15.310  -18.449
H  -20.451  14.766  -19.340
C  -25.838  14.432  -11.916
N  -24.686  13.695  -12.124
C  -23.794  13.329  -11.144
C  -22.729  12.470  -11.711
O  -23.816  13.661  -9.969
H  -25.690  15.082  -11.026
H  -26.724  13.795  -11.808
H  -25.966  15.157  -12.731
H  -24.478  13.466  -13.069
H  -22.008  12.271  -10.867
H  -22.150  12.992  -12.478
H  -23.070  11.506  -12.099

Values from the calculation:
Strongest force on any atom (eV/Å): 4.01
Charge: 0
Highest occupied orbital energy (eV): -9.16
Structure (SMILES): C[N+](=O)[O-].C[N+](=O)[O-].C[N+](=O)[O-].COCCOCCOC.COCCOCCOC.COCCOCCOC.COCCOCCOC.COCCOCCOC.COCCOCCOC.COCCOCCOC.CNC(C)=O
Frontier orbital gap (eV): 9.5

Here are the Mulliken charges for atoms 1 to 2, given in e:
1 C -0.365
2 N 1.064



# 3
Formula: C27H23NOS4SbSe4W
Source: OMol25
Level of theory: ωB97M-V/def2-TZVPD

Atoms and positions in Å:
W  0.078  -0.153  0.300
S  0.733  1.553  1.622
C  -0.241  1.851  3.038
C  -0.021  2.979  3.819
C  -0.674  3.078  5.039
C  -1.499  2.052  5.482
C  -1.714  0.922  4.700
C  -1.089  0.843  3.468
S  -1.442  -0.508  2.369
C  -3.042  0.113  1.812
C  -2.895  1.268  0.875
C  -3.823  2.292  0.884
C  -3.827  3.208  -0.156
C  -2.988  2.976  -1.231
C  -2.097  1.918  -1.177
C  -1.450  1.462  -2.449
S  0.068  0.546  -2.135
C  -0.124  -1.116  -2.732
C  0.382  -1.427  -3.988
C  0.387  -2.747  -4.411
C  -0.051  -3.754  -3.556
C  -0.535  -3.450  -2.292
C  -0.610  -2.121  -1.877
S  -1.526  -1.755  -0.405
N  -1.943  1.155  -0.077
H  0.658  3.754  3.489
H  -0.520  3.951  5.658
H  -1.979  2.125  6.449
H  -2.355  0.123  5.054
H  -3.622  0.359  2.699
H  -3.545  -0.709  1.298
H  -4.549  2.350  1.683
H  -4.519  4.040  -0.162
H  -3.043  3.585  -2.124
H  -1.201  2.290  -3.111
H  -2.140  0.795  -2.971
H  0.766  -0.644  -4.631
H  0.747  -2.993  -5.401
H  -0.023  -4.786  -3.878
H  -0.892  -4.236  -1.640
C  3.207  -0.926  -2.160
C  3.047  0.132  -1.121
O  2.012  0.054  -0.378
C  4.026  1.157  -0.919
C  5.075  1.303  -1.849
C  6.029  2.283  -1.665
C  5.963  3.107  -0.545
C  4.940  2.964  0.391
C  3.969  2.006  0.204
H  2.512  -1.743  -1.975
H  4.227  -1.303  -2.168
H  3.008  -0.502  -3.149
H  5.137  0.661  -2.716
H  6.828  2.404  -2.382
H  6.721  3.865  -0.396
H  4.917  3.599  1.266
H  3.193  1.880  0.943
Se  5.207  -1.671  0.923
Sb  3.334  -1.152  2.469
Se  3.129  0.765  3.827
Se  4.609  -3.245  2.693
Se  1.165  -2.066  1.378

Values from the calculation:
Relative energy (zero: lowest compared OMol25 entry of this formula, charge and spin) (kJ/mol): 43.17
Strongest force on any atom (eV/Å): 0.68
Charge: +3
Highest occupied orbital energy (alpha / beta) (eV): -15.71 / -15.71
Frontier orbital gap (alpha / beta) (eV): 4.9 / 4.9

Here are the Mulliken charges for atoms 1 to 2, given in e:
1 W 0.424
2 S 0.025